Molecular formula: C6H6O3
Method: DFT, ωB97M-V/def2-TZVPD

Computed properties:
* spin multiplicity: 1
* energy: -12456.9147 eV
* gap between HOMO and LUMO: 8.985 eV
* net charge: 0

XYZ file:
```
15
C6H6O3 ωB97M-V/def2-TZVPD
C 0.48 -2.45 -0.39
C -0.74 -3.01 -0.56
C 0.27 -1.32 0.42
C -1.03 -1.31 0.62
C -0.14 0.86 0.96
C -0.39 1.51 -0.37
O -1.71 -2.30 -0.02
O 0.89 -0.24 0.87
O -1.32 0.30 1.40
H 1.44 -2.89 -0.61
H -1.08 -3.81 -1.16
H 0.32 1.50 1.62
H 0.52 1.70 -0.94
H -0.88 2.46 -0.03
H -1.03 0.88 -1.13
```